22
Properties=species:S:1:pos:R:3:forces:R:3 method="wB97M-V/def2-TZVPD" lumo_ha=0.1003 homo_ev=-5.08 max_force_ev_per_a=1.323 total_charge=-1
O -1.568 -1.518 1.215 -0.2 0.0 -0.1
S -2.567 -0.530 1.562 0.2 -0.7 0.4
O -2.851 -0.420 2.976 -0.1 0.5 -0.2
N -3.788 -0.692 0.587 0.3 0.4 -1.2
N -4.535 0.506 0.379 -0.4 -0.2 1.2
C -5.017 1.240 1.202 0.5 -0.2 0.0
S -5.557 2.241 2.299 -0.3 0.2 -0.2
C -1.688 1.104 1.166 0.0 -0.3 0.1
F -0.390 0.815 0.947 0.2 0.1 0.0
F -1.723 1.963 2.183 -0.1 0.1 0.0
F -2.135 1.721 0.072 0.0 0.1 -0.1
C 2.363 -1.291 -0.586 0.0 0.1 0.3
C 1.928 0.014 -1.214 -0.3 -0.1 -0.2
O 3.165 0.628 -1.634 0.1 -0.1 0.2
S 4.199 -0.496 -2.080 -0.1 0.0 0.0
O 4.175 -0.647 -3.493 0.1 0.0 0.0
O 5.428 -0.266 -1.405 0.0 0.0 -0.1
O 3.444 -1.739 -1.431 -0.1 0.0 -0.1
H 2.748 -1.145 0.423 0.0 0.0 0.0
H 1.573 -2.035 -0.570 0.1 -0.1 -0.1
H 1.411 0.662 -0.515 0.2 0.1 0.0
H 1.306 -0.150 -2.094 0.0 0.0 0.0